Record 1
Here is a structure of composition C29H51N9O5SSr from OMol25. Energies are from ωB97M-V/def2-TZVPD.

Structure (ORCA input):
```
! RIJCOSX wB97M-V def2-TZVPD def2/J DEFGRID3
* xyz 0 1
Sr -10.417 -12.800 -14.133
N -10.370 -10.154 -13.696
C -9.657 -9.261 -14.618
C -10.094 -9.428 -16.081
N -10.004 -10.810 -16.478
C -11.007 -11.028 -17.562
C -11.240 -12.488 -18.031
N -11.333 -13.422 -16.903
C -8.622 -11.106 -16.858
C -8.044 -12.499 -16.558
N -7.929 -12.631 -15.127
H -11.378 -10.032 -13.864
H -10.179 -9.885 -12.776
H -8.570 -9.453 -14.441
H -9.850 -8.222 -14.343
H -9.507 -8.730 -16.703
H -11.183 -9.122 -16.202
H -10.613 -10.555 -18.452
H -11.926 -10.561 -17.229
H -10.401 -12.755 -18.574
H -12.179 -12.418 -18.657
H -11.333 -14.393 -17.203
H -12.218 -13.331 -16.398
H -8.033 -10.450 -16.238
H -8.460 -10.828 -17.902
H -7.095 -12.577 -17.125
H -8.756 -13.249 -16.948
H -7.540 -11.789 -14.716
H -7.330 -13.431 -14.899
C -18.144 -14.347 -18.076
C -17.123 -13.902 -17.119
C -17.372 -13.955 -15.756
C -16.400 -13.454 -14.862
C -15.256 -12.864 -15.387
C -15.036 -12.713 -16.760
C -15.922 -13.298 -17.572
S -13.934 -12.406 -14.348
O -14.555 -11.991 -13.103
O -13.243 -11.342 -15.135
N -12.984 -13.644 -14.284
C -13.227 -14.543 -13.171
C -11.938 -15.212 -12.685
O -11.955 -16.049 -11.770
O -10.873 -14.763 -13.171
H -18.451 -13.554 -18.752
H -19.063 -14.669 -17.561
H -17.779 -15.144 -18.681
H -18.278 -14.405 -15.386
H -16.607 -13.463 -13.800
H -14.086 -12.310 -17.105
H -15.729 -13.259 -18.654
H -13.910 -15.394 -13.521
H -13.724 -14.052 -12.296
C -6.746 -12.423 -8.222
C -7.489 -12.382 -9.528
C -7.556 -11.221 -10.279
C -8.061 -11.306 -11.558
N -8.511 -12.422 -12.107
C -8.402 -13.565 -11.375
C -7.930 -13.589 -10.076
H -7.306 -12.979 -7.462
H -6.541 -11.425 -7.839
H -5.816 -13.026 -8.286
H -7.156 -10.292 -9.887
H -8.070 -10.414 -12.208
H -8.737 -14.440 -11.923
H -7.824 -14.532 -9.596
C -14.369 -12.548 -9.342
C -12.947 -11.949 -9.289
C -12.112 -11.832 -10.508
N -11.358 -11.486 -11.325
H -14.734 -12.549 -8.331
H -14.456 -13.551 -9.795
H -14.976 -11.867 -9.981
H -12.418 -12.584 -8.543
H -12.972 -10.915 -8.940
C -16.319 -7.495 -15.859
N -15.223 -8.442 -15.698
C -14.699 -8.907 -16.928
C -14.279 -8.198 -14.716
O -13.084 -8.105 -14.998
N -14.748 -8.035 -13.419
C -15.807 -8.930 -12.887
C -13.720 -7.707 -12.453
H -16.125 -6.746 -16.606
H -16.483 -7.005 -14.902
H -17.306 -7.985 -16.100
H -15.416 -9.439 -17.476
H -13.913 -9.594 -16.630
H -14.264 -8.097 -17.567
H -16.422 -9.279 -13.743
H -16.443 -8.322 -12.225
H -15.353 -9.764 -12.369
H -13.098 -6.937 -12.784
H -13.157 -8.594 -12.107
H -14.238 -7.371 -11.530
*
```

The HOMO energy comes out at -7.49 eV. The LUMO energy is 0.23 eV. Its HOMO-LUMO gap is 7.72 eV.

Record 2
Here is a structure of composition C29H51NO2RhSSi2 from OMol25. Energies are from ωB97M-V/def2-TZVPD.

Structure (ORCA input):
```
! RIJCOSX wB97M-V def2-TZVPD def2/J DEFGRID3
* xyz 1 5
O -1.921 -0.978 -2.780
O 0.787 1.440 -6.187
C -0.792 -1.889 -2.920
C -1.306 -3.308 -2.990
H -0.160 -1.722 -2.024
H -0.226 -1.596 -3.812
H -1.640 -3.621 -1.997
H -0.502 -3.971 -3.309
H -2.142 -3.416 -3.693
C -2.309 -0.205 -3.932
C -2.052 -0.855 -5.270
H -1.789 0.761 -3.856
H -3.379 -0.009 -3.786
H -1.052 -0.595 -5.631
H -2.781 -0.432 -5.971
H -2.193 -1.943 -5.256
C 0.445 2.537 -5.343
C 2.189 1.206 -6.230
C -0.983 2.947 -5.633
H 1.106 3.408 -5.520
H 0.551 2.236 -4.284
H -1.084 3.284 -6.670
H -1.242 3.772 -4.969
H -1.687 2.123 -5.471
C 2.530 0.397 -7.464
H 2.488 0.649 -5.324
H 2.757 2.153 -6.262
H 1.959 -0.534 -7.513
H 3.593 0.153 -7.444
H 2.331 0.976 -8.373
H 2.731 0.113 -0.973
Rh -1.430 -0.449 -0.681
C 3.551 -0.056 -1.638
Si 5.016 0.743 -0.764
H 3.709 -1.136 -1.765
H 3.324 0.382 -2.620
C 6.693 0.046 -1.259
C 4.704 0.488 1.079
C 4.959 2.581 -1.138
C -2.908 -1.623 -0.203
Si -4.297 -0.365 -0.423
H -2.846 -1.994 0.832
H -2.899 -2.511 -0.856
C -5.689 -1.341 -1.229
C -3.973 1.206 -1.414
C -4.696 0.224 1.318
H 4.576 2.766 -2.149
H 5.956 3.038 -1.061
H 4.302 3.097 -0.426
H 6.769 -1.033 -1.074
H 7.496 0.536 -0.698
H 6.893 0.211 -2.325
H 4.465 -0.561 1.294
H 3.840 1.098 1.382
H 5.571 0.780 1.689
H -4.393 1.156 -2.424
H -2.896 1.438 -1.492
H -4.441 2.046 -0.886
H -5.395 1.074 1.260
H -3.784 0.545 1.842
H -5.170 -0.590 1.886
H -6.642 -0.800 -1.133
H -5.787 -2.319 -0.736
H -5.484 -1.510 -2.296
S 0.227 0.590 3.339
C 0.054 -1.169 3.311
C 0.375 -2.030 4.350
C 0.266 -3.412 4.136
C -0.238 -3.892 2.919
C -0.567 -3.024 1.874
C -0.408 -1.639 2.061
N -0.603 -0.565 1.156
C -0.241 0.619 1.670
C -0.215 1.759 0.808
C 0.209 3.046 1.220
C 0.247 4.070 0.282
C -0.152 3.826 -1.040
C -0.581 2.537 -1.451
C -0.620 1.522 -0.506
H 0.714 -1.598 5.290
H 0.578 -4.091 4.926
H -0.369 -4.970 2.801
H -0.954 -3.398 0.922
H 0.487 3.204 2.264
H 0.588 5.063 0.583
H -0.128 4.637 -1.767
H -0.862 2.335 -2.480
*
```

The HOMO energy (spin up / spin down) comes out at -8.42 / -11.23 eV. The LUMO energy (spin up / spin down) is -3.46 / -6.26 eV. Its HOMO-LUMO gap (spin up / spin down) is 4.96 / 4.97 eV.

Record 3
Here is a structure of composition C29H51NO2SSi2Sm from OMol25. Energies are from ωB97M-V/def2-TZVPD.

Structure (ORCA input):
```
! RIJCOSX wB97M-V def2-TZVPD def2/J DEFGRID3
* xyz 1 6
O -0.481 -1.045 -3.760
O 0.674 0.689 -4.975
C 0.246 -2.254 -4.156
C -0.428 -3.489 -3.638
H 1.225 -2.116 -3.687
H 0.332 -2.297 -5.252
H -0.509 -3.457 -2.547
H 0.153 -4.376 -3.928
H -1.427 -3.580 -4.072
C -1.766 -0.867 -4.444
C -1.728 -1.068 -5.934
H -2.047 0.156 -4.201
H -2.489 -1.522 -3.948
H -0.958 -0.477 -6.451
H -2.692 -0.743 -6.353
H -1.605 -2.125 -6.188
C 0.158 2.065 -4.811
C 1.980 0.393 -5.577
C -0.728 2.426 -5.968
H 1.032 2.718 -4.737
H -0.393 2.054 -3.864
H -0.191 2.361 -6.918
H -1.095 3.453 -5.870
H -1.607 1.775 -6.023
C 1.937 0.646 -7.059
H 2.173 -0.663 -5.367
H 2.730 1.005 -5.065
H 1.093 0.134 -7.536
H 2.842 0.261 -7.541
H 1.871 1.711 -7.289
H 0.225 -0.064 -4.293
Sm -0.130 0.118 0.092
C 1.786 0.010 -1.411
Si 3.535 0.471 -1.152
H 1.441 -1.059 -1.456
H 1.071 0.674 -1.977
C 4.491 -0.724 -2.239
C 4.234 0.306 0.577
C 3.753 2.266 -1.655
C -2.002 -1.205 -0.474
Si -3.425 -0.025 -0.646
H -1.843 -1.489 0.629
H -1.973 -2.132 -1.086
C -4.647 -0.786 -1.849
C -2.949 1.704 -1.245
C -4.207 0.112 1.055
H 3.170 2.508 -2.554
H 4.817 2.437 -1.877
H 3.446 2.954 -0.853
H 4.126 -1.748 -2.066
H 5.556 -0.669 -1.979
H 4.329 -0.477 -3.299
H 3.893 -0.602 1.093
H 3.998 1.169 1.217
H 5.330 0.240 0.466
H -3.337 1.862 -2.264
H -1.877 1.962 -1.282
H -3.411 2.464 -0.595
H -5.134 0.698 0.981
H -3.536 0.577 1.794
H -4.448 -0.904 1.403
H -5.645 -0.364 -1.653
H -4.663 -1.873 -1.670
H -4.348 -0.604 -2.893
S 0.044 1.462 4.662
C 0.190 -0.310 4.675
C 0.352 -1.193 5.760
C 0.475 -2.575 5.469
C 0.447 -3.085 4.174
C 0.290 -2.205 3.089
C 0.169 -0.821 3.384
N 0.086 0.183 2.410
C -0.008 1.444 2.908
C -0.063 2.612 2.013
C -0.104 3.946 2.504
C -0.115 5.013 1.606
C -0.069 4.812 0.224
C -0.021 3.492 -0.284
C -0.057 2.454 0.617
H 0.371 -0.761 6.745
H 0.593 -3.258 6.317
H 0.546 -4.178 4.005
H 0.264 -2.544 2.050
H -0.134 4.077 3.585
H -0.158 6.038 2.002
H -0.078 5.654 -0.478
H 0.030 3.305 -1.370
*
```

The HOMO energy (spin up / spin down) comes out at -9.66 / -9.62 eV. The LUMO energy (spin up / spin down) is -2.61 / -2.60 eV. Its HOMO-LUMO gap (spin up / spin down) is 7.05 / 7.02 eV.

no.,M (g/mol)
1,725.5
2,636.9
3,684.3